This record from the OMol25 dataset describes 2 unconnected molecules or ions with the total composition C4H10N2 in a non-equilibrium geometry. The level of theory is ωB97M-V/def2-TZVPD.

Properties
orbital gap (spin up / spin down)	8.9 / 8.5	eV
LUMO (spin up / spin down)	0.50 / 0.52	eV
E_HOMO (spin up / spin down)	-0.3081 / -0.2948	Eh
ΔE to the lowest compared entry with this formula, charge and spin	7.6316	eV

Geometry as XYZ:
```
16
Properties=species:S:1:pos:R:3:forces:R:3
C -0.42239 -0.39199 -0.67311 0.8436 2.4533 3.4489
C -2.29105 0.35060 0.97574 -1.2706 2.1801 -5.5750
C 1.45770 0.84161 -1.74905 -1.0353 0.1460 0.3995
C 0.83451 -0.95963 1.45383 -2.5737 3.0168 -0.4519
N 0.66430 0.58899 -0.56340 -2.6439 0.2813 0.6966
N 0.70814 -0.71650 0.02255 2.1905 -2.3567 -0.8627
H -0.62194 -0.94596 -1.51308 -1.1230 -1.0097 -2.1676
H -2.85504 0.12990 -0.03021 0.8409 0.2316 2.4781
H -2.32848 1.43606 1.22121 0.5273 -1.2360 0.1355
H -2.04436 -0.43108 1.57278 0.3882 -1.8576 1.9169
H 0.81975 1.29362 -2.50998 -0.3740 -0.1985 -0.0208
H 2.00404 1.70898 -1.38638 1.6151 -0.6201 -0.7038
H 1.80252 -0.12071 -2.14531 1.0966 0.5631 0.0513
H 0.10032 -0.16303 1.80005 0.7921 -0.8090 0.7599
H 0.36664 -1.92082 1.65563 0.6376 -0.1483 0.1661
H 1.80533 -0.70003 1.86873 0.0887 -0.6365 -0.2711
```
Forces are in eV/Å.